DFT (ωB97M-V/def2-TZVPD) results for 16 unconnected molecules or ions with the total composition C36H104O16 at a distorted geometry.

```
156
Properties=species:S:1:pos:R:3
C 18.12300 13.11997 12.88522
O 18.27711 12.40639 11.71556
H 18.86856 13.91198 12.95568
H 17.16258 13.63482 12.85988
H 18.17974 12.46227 13.75258
H 18.87430 11.68078 11.91166
C 15.91724 16.35317 11.97168
O 15.56578 16.58842 13.27250
H 15.10160 16.44550 11.25452
H 16.73554 17.02191 11.70472
H 16.26188 15.32786 11.83728
H 16.34355 16.52259 13.83138
C 11.10690 18.79625 15.20474
O 10.15065 18.39632 14.28008
H 10.63334 18.84891 16.18508
H 11.85836 18.02211 15.36006
H 11.60866 19.74254 15.00258
H 9.55667 19.13908 14.14938
C 14.48398 11.57535 17.53372
O 14.98338 10.76637 18.52062
H 13.57284 11.12804 17.13643
H 14.18692 12.53648 17.95332
H 15.13352 11.71495 16.66957
H 14.74934 9.84598 18.38027
C 11.35504 12.87701 18.78148
O 11.06076 12.81876 20.18858
H 12.08028 13.66539 18.58003
H 11.73526 11.88652 18.53158
H 10.52516 13.12544 18.11988
H 10.66254 13.63501 20.49966
C 12.81776 18.19024 12.41330
O 13.95294 18.80480 12.97266
H 11.95944 18.84759 12.27442
H 13.07262 17.82864 11.41712
H 12.48966 17.38577 13.07156
H 14.62848 18.13099 13.07850
C 7.69564 15.39537 13.51824
C 8.51085 15.32900 14.83490
C 8.40406 13.86698 15.45014
O 9.82142 15.60423 14.55510
H 6.68392 15.06953 13.75982
H 8.22898 14.73908 12.83052
H 7.67970 16.40366 13.10448
H 8.23344 16.10799 15.54504
H 8.73974 13.00387 14.87528
H 7.33528 13.72730 15.61236
H 8.95636 13.77510 16.38534
H 9.83658 16.55120 14.39820
C 16.42750 10.17267 14.63244
C 16.22554 8.95010 15.51860
C 15.25620 7.89094 14.96090
O 17.60512 8.43047 15.67658
H 16.83124 9.92137 13.65164
H 17.07614 10.90892 15.10710
H 15.45982 10.62505 14.41562
H 15.79794 9.20284 16.48885
H 15.57382 7.42016 14.03052
H 14.35194 8.46739 14.76568
H 14.98424 7.09973 15.65956
H 17.51654 7.60791 16.16355
C 9.95231 16.33341 18.35897
C 9.48634 16.13017 19.85968
C 8.39927 15.12034 20.05176
O 10.57134 15.61820 20.54081
H 10.81842 16.99125 18.28676
H 9.20148 16.74091 17.68198
H 10.25286 15.42151 17.84301
H 9.26355 17.12570 20.24358
H 7.57128 15.52745 19.47142
H 8.07537 15.04436 21.08974
H 8.70461 14.10851 19.78518
H 11.21508 16.32781 20.60117
C 11.32004 9.12855 15.95206
C 11.58582 10.39914 15.15178
C 10.62210 10.49733 13.95870
O 11.38502 11.50135 15.93438
H 12.23986 8.75614 16.40298
H 10.91240 8.37049 15.28326
H 10.62700 9.20339 16.79004
H 12.59300 10.39478 14.73504
H 10.69982 11.46940 13.47172
H 9.59840 10.39503 14.31882
H 10.76718 9.72749 13.20080
H 11.59424 12.25987 15.38440
C 14.56284 17.72933 21.71308
C 13.77196 17.65026 20.37336
C 14.01622 16.40413 19.47558
O 12.39106 17.65493 20.82804
H 14.47720 16.83606 22.33182
H 14.24166 18.55108 22.35314
H 15.63530 17.67670 21.52556
H 13.80540 18.55379 19.76456
H 13.98516 15.50292 20.08792
H 15.00444 16.44708 19.01770
H 13.24170 16.31236 18.71414
H 12.16610 18.56017 21.05504
C 14.75826 18.64840 16.26308
C 15.95046 19.48974 16.63597
C 16.72896 19.92914 15.38498
O 15.60762 20.63535 17.42941
H 15.05532 17.73225 15.75266
H 14.08774 19.17987 15.58776
H 14.22840 18.31288 17.15458
H 16.57950 18.87510 17.27990
H 17.12888 19.12925 14.76182
H 17.60662 20.53723 15.60414
H 16.02002 20.47945 14.76638
H 15.24180 21.29919 16.84026
C 19.27640 16.67796 16.63798
C 18.57665 15.76409 15.64784
C 17.52281 14.89744 16.30204
O 17.85368 16.49060 14.70042
H 18.55482 17.29744 17.17058
H 20.05178 17.28308 16.16816
H 19.85097 16.10950 17.36927
H 19.35836 15.20260 15.13620
H 17.17620 14.12761 15.61260
H 16.64094 15.51083 16.48684
H 17.76190 14.39284 17.23814
H 18.48652 17.12262 14.35162
C 13.14808 14.79971 15.75938
C 12.94236 14.38522 14.30488
C 13.96216 13.52920 13.66832
O 11.78072 13.64803 14.41122
H 14.01494 15.45480 15.84604
H 13.44834 14.01584 16.45470
H 12.28750 15.26415 16.24084
H 12.66164 15.19862 13.63580
H 14.14280 12.66859 14.31238
H 14.94080 14.00798 13.63406
H 13.73698 13.23151 12.64422
H 11.00536 14.21359 14.43466
C 12.03812 10.36991 10.59036
C 13.59780 10.24410 10.62046
C 14.11802 9.90859 11.97988
O 14.02312 9.28560 9.77495
H 11.66362 10.83720 9.67960
H 11.65552 10.91180 11.45526
H 11.58928 9.38219 10.69544
H 14.07642 11.18831 10.36068
H 13.65748 8.99853 12.36432
H 13.78818 10.70852 12.64276
H 15.20602 9.85143 12.01288
H 13.89868 9.60098 8.87680
C 11.21676 13.89894 10.47788
C 11.94636 14.63012 9.36896
C 12.36716 13.70066 8.24494
O 10.99524 15.62282 8.98282
H 10.61810 14.51749 11.14654
H 11.95798 13.35521 11.06360
H 10.51728 13.21691 9.99450
H 12.85048 15.08024 9.77896
H 11.53066 13.15747 7.80526
H 13.00566 12.96268 8.73052
H 12.87786 14.24567 7.45104
H 11.48098 16.32132 8.53816
```

multiplicity	1
F_max	3.24	eV/Å
energy	-2637.67080	Eh
E_LUMO	0.2872	eV



DFT (ωB97M-V/def2-TZVPD) results for 13 unconnected molecules or ions with the total composition C36H105N15O13 at a distorted geometry.

```
169
Properties=species:S:1:pos:R:3
C 6.13175 -28.09531 -21.63220
C 7.19954 -27.47836 -22.54515
O 7.74360 -26.35700 -21.91688
H 5.27683 -27.42884 -21.74631
H 6.41582 -28.22581 -20.58799
H 5.70334 -29.03797 -21.97272
H 6.72849 -27.22973 -23.49615
H 8.00085 -28.17648 -22.78725
H 7.01256 -25.82218 -21.59883
C 1.65127 -25.53188 -18.10044
C 3.13192 -25.92596 -18.10630
O 3.67799 -25.99555 -19.44769
H 1.46564 -24.48269 -18.33028
H 1.29334 -25.69839 -17.08443
H 1.13479 -26.21340 -18.77638
H 3.31566 -26.88071 -17.61358
H 3.72349 -25.24541 -17.49393
H 4.55529 -26.38187 -19.39577
C 0.04403 -32.13362 -19.91507
O 0.53824 -32.49772 -20.96344
N -1.25241 -32.19043 -19.65558
N 0.78958 -31.63094 -18.98019
H -1.61014 -31.78105 -18.80438
H -1.93588 -32.39304 -20.37107
H 0.33538 -31.49781 -18.08796
H 1.79034 -31.69364 -19.10128
C -2.39350 -27.61752 -25.96709
O -1.51370 -26.79385 -26.20738
N -2.43380 -28.36741 -24.89567
N -3.42180 -27.84931 -26.68195
H -1.66517 -28.19212 -24.26434
H -3.16885 -29.00200 -24.61800
H -3.30955 -27.49379 -27.62062
H -4.20777 -28.42407 -26.41361
C -4.16142 -30.00198 -20.99669
O -3.95268 -31.17708 -21.22255
N -4.83200 -29.28482 -21.81275
N -3.85539 -29.45668 -19.86620
H -5.06184 -29.75012 -22.67922
H -4.62165 -28.29810 -21.76553
H -3.95025 -28.45858 -19.74412
H -3.28493 -30.02256 -19.25427
C -3.45475 -25.69832 -21.24053
O -4.00249 -26.57670 -21.88243
N -2.48875 -24.96038 -21.63562
N -3.81922 -25.29160 -20.05804
H -2.19646 -25.17537 -22.57820
H -2.02924 -24.31177 -21.01251
H -3.24437 -24.56209 -19.66123
H -4.41918 -25.93110 -19.55684
C 3.76583 -22.42664 -29.13619
C 4.08357 -23.62203 -28.15173
C 3.39741 -23.68916 -26.87081
O 3.90153 -22.53353 -26.09583
C 3.02549 -22.09850 -25.05992
N 3.85958 -24.81310 -28.91017
H 4.35667 -22.51905 -30.04749
H 4.05432 -21.46234 -28.71787
H 2.70296 -22.29949 -29.34174
H 5.14713 -23.49675 -27.94864
H 3.56597 -24.63136 -26.34931
H 2.32075 -23.67191 -27.03990
H 3.52969 -21.37602 -24.41812
H 2.71181 -22.91425 -24.40857
H 2.17075 -21.65024 -25.56646
H 2.85763 -24.93748 -28.88333
H 4.22668 -25.58779 -28.37613
C -1.02649 -23.82527 -24.70271
C -2.44948 -23.26623 -24.89188
C -2.41005 -21.77954 -24.61007
O -2.47419 -21.50540 -23.22825
C -2.60801 -20.11555 -22.92591
N -2.76877 -23.53888 -26.27994
H -0.29092 -23.67844 -25.49359
H -1.17262 -24.89687 -24.56701
H -0.61564 -23.37566 -23.79875
H -3.18895 -23.72213 -24.23352
H -3.15087 -21.24157 -25.20157
H -1.46036 -21.41510 -25.00172
H -2.97808 -19.53857 -23.77340
H -1.62458 -19.65166 -22.84998
H -3.28202 -19.92858 -22.08993
H -2.13615 -23.17177 -26.97644
H -2.47607 -24.50133 -26.37002
C 5.47161 -24.05376 -23.23899
C 6.00571 -23.69005 -21.85382
C 5.29024 -22.43030 -21.24703
O 5.77076 -22.07073 -19.87740
C 7.11813 -21.76872 -19.78082
N 5.79887 -24.92302 -21.07557
H 5.64973 -23.22742 -23.92713
H 4.39133 -24.19622 -23.26754
H 6.00778 -24.88998 -23.68771
H 7.05451 -23.42583 -21.98912
H 4.24502 -22.65862 -21.03850
H 5.28732 -21.54280 -21.87983
H 7.21445 -20.94675 -20.49018
H 7.80010 -22.60278 -19.94626
H 7.14915 -21.27525 -18.80942
H 4.79042 -24.93736 -21.02148
H 6.02756 -24.77441 -20.10309
C 2.66121 -33.36901 -25.74529
C 2.24863 -32.47921 -24.55880
C 1.08458 -31.54632 -24.90627
O 1.46660 -30.62130 -25.92911
C 0.54434 -29.52421 -26.04854
N 1.78061 -33.38178 -23.45088
H 3.38979 -34.12278 -25.44680
H 3.01928 -32.76236 -26.57708
H 1.91709 -33.96072 -26.27847
H 3.08746 -31.96449 -24.09026
H 0.68926 -31.16077 -23.96650
H 0.25644 -32.12964 -25.30879
H 0.75959 -29.04676 -27.00447
H 0.67837 -28.81524 -25.23153
H -0.45431 -29.95889 -26.09161
H 1.63622 -32.84893 -22.60511
H 0.85137 -33.65092 -23.74101
C 3.65676 -29.64082 -17.35128
C 4.48402 -30.83197 -17.90601
C 4.56414 -30.87601 -19.45278
O 3.22590 -30.96134 -19.96332
C 3.10270 -30.65591 -21.34585
N 5.85676 -30.60281 -17.44956
H 2.65098 -29.66770 -17.77056
H 4.20463 -28.74565 -17.64557
H 3.71777 -29.66481 -16.26325
H 4.11978 -31.75948 -17.46425
H 5.21355 -31.63348 -19.89165
H 4.89954 -29.86022 -19.66198
H 3.70677 -31.35618 -21.92276
H 3.37262 -29.63032 -21.59764
H 2.07592 -30.67730 -21.71105
H 5.92906 -29.64223 -17.75315
H 5.80155 -30.48715 -16.44772
C 1.22575 -20.70059 -22.21461
C 0.73040 -21.66799 -21.12231
C 1.49795 -21.40734 -19.78504
O 1.18573 -20.12602 -19.41202
C 1.89328 -19.75954 -18.24979
N -0.69143 -21.73496 -21.00841
H 1.23411 -19.68450 -21.82016
H 0.69643 -20.88807 -23.14883
H 2.29780 -20.86273 -22.32652
H 1.06026 -22.64964 -21.46239
H 2.55567 -21.65925 -19.86156
H 1.15022 -22.10811 -19.02601
H 1.63670 -20.43203 -17.43124
H 1.58922 -18.73537 -18.03366
H 2.96223 -19.81153 -18.45651
H -1.14215 -21.65284 -21.90852
H -0.88224 -20.80822 -20.65508
C 2.58206 -26.61745 -23.47313
C 1.39298 -26.16953 -22.70814
C 0.61748 -27.21591 -21.87049
O -0.18568 -28.10741 -22.71703
C -0.69397 -29.18919 -21.94408
N 1.81533 -25.00770 -21.91120
H 3.40741 -27.19946 -23.06305
H 2.99977 -25.75447 -23.99167
H 2.21510 -27.24365 -24.28635
H 0.71411 -25.74128 -23.44560
H -0.04995 -26.61632 -21.25153
H 1.28823 -27.75833 -21.20417
H 0.03692 -29.63522 -21.26957
H -1.05509 -29.98993 -22.58946
H -1.51107 -28.86510 -21.29956
H 1.05881 -24.54310 -21.42961
H 2.39447 -25.32349 -21.14637
```

multiplicity	1
F_max	6.28	eV/Å
energy	-3233.95747	Eh
E_LUMO	-0.0101	eV



Computed highest occupied orbital energy (eV) in order:
-9.205; -8.526
Computed Kohn-Sham gap (eV) in order:
9.49; 8.52